The following is a quantum chemistry calculation of C6F18O18S6Zn as an isolated structure at a distorted geometry, from the OMol25 dataset.

Values from the calculation:
Charge   -3
Multiplicity   2
Lowest unoccupied orbital energy (alpha / beta)   6.266 / 1.802 eV
HOMO energy (alpha / beta)   -1.94 / -1.94 eV
Expectation value of S²   0.763
Energy relative to the best compared isomer or geometry (same formula, charge and spin)   62.01 kJ/mol

Last column: natural (NBO) charge in e.
Positions of all 49 atoms, in Å:
Zn (-0.216, 0.049, -0.145)  1.751
C (-3.532, 2.206, -2.021)  0.752
F (-4.174, 1.051, -1.826)  -0.302
F (-2.790, 2.072, -3.197)  -0.329
F (-4.427, 3.165, -2.176)  -0.330
S (-2.373, 2.659, -0.491)  2.280
O (-1.291, 1.668, -0.539)  -0.989
O (-1.923, 4.035, -0.707)  -0.912
O (-3.175, 2.462, 0.757)  -0.898
C (3.935, 2.151, 0.532)  0.743
F (4.254, 1.208, 1.355)  -0.316
F (4.635, 3.237, 0.897)  -0.345
F (4.233, 1.824, -0.765)  -0.328
S (1.999, 2.634, 0.582)  2.294
O (1.880, 3.506, -0.557)  -0.963
O (1.196, 1.406, 0.371)  -1.055
O (1.861, 3.344, 1.899)  -0.988
C (-0.734, 1.987, 3.585)  0.801
F (-0.909, 2.987, 2.725)  -0.288
F (0.508, 1.763, 3.697)  -0.276
F (-1.271, 2.230, 4.816)  -0.347
S (-1.680, 0.339, 2.961)  2.208
O (-1.285, -0.743, 3.910)  -0.729
O (-3.077, 0.815, 2.982)  -0.753
O (-1.124, 0.027, 1.593)  -0.832
C (3.054, -2.188, 1.900)  0.718
F (3.152, -1.005, 2.585)  -0.315
F (3.832, -2.173, 0.773)  -0.315
F (3.467, -3.230, 2.799)  -0.360
S (1.243, -2.418, 1.427)  2.346
O (1.019, -3.761, 0.950)  -0.973
O (0.510, -2.163, 2.654)  -0.981
O (0.922, -1.452, 0.377)  -1.064
C (-2.437, -3.708, -0.821)  0.749
F (-3.626, -4.335, -0.875)  -0.346
F (-1.985, -3.772, 0.413)  -0.302
F (-1.608, -4.178, -1.717)  -0.310
S (-2.801, -1.849, -1.310)  2.286
O (-2.860, -1.695, -2.802)  -0.962
O (-4.061, -1.561, -0.640)  -0.980
O (-1.632, -1.161, -0.758)  -1.088
C (2.011, -1.813, -3.115)  0.725
F (1.192, -2.658, -2.460)  -0.308
F (3.157, -1.652, -2.387)  -0.336
F (2.386, -2.360, -4.308)  -0.344
S (1.258, -0.041, -3.230)  2.326
O (0.354, 0.017, -4.369)  -0.973
O (0.553, 0.214, -1.950)  -1.068
O (2.378, 0.860, -3.373)  -0.973

***

The following is a quantum chemistry calculation of a single C5H14N3 molecule at a distorted geometry, from the OMol25 dataset.

Values from the calculation:
Multiplicity   2
Lowest unoccupied orbital energy (alpha / beta)   0.762 / 0.609 eV
HOMO energy (alpha / beta)   -2.87 / -8.25 eV
Expectation value of S²   0.751
Energy relative to the best compared isomer or geometry (same formula, charge and spin)   119.48 kJ/mol

Last column: natural (NBO) charge in e.
Positions of all 22 atoms, in Å:
C (-0.084, -0.204, 2.812)  -0.666
C (-0.084, -0.550, 1.328)  -0.110
C (-0.119, 0.690, 0.429)  -0.451
C (-0.199, 0.422, -1.050)  0.006
C (-1.097, 1.100, -1.788)  0.018
N (-1.127, 1.132, -3.153)  -0.820
N (0.695, -0.506, -1.706)  -0.924
N (1.245, -1.240, 1.021)  -1.100
H (-0.462, -1.024, 3.426)  0.227
H (0.906, 0.019, 3.182)  0.227
H (-0.796, 0.618, 2.959)  0.214
H (-0.846, -1.256, 1.006)  0.215
H (-0.935, 1.343, 0.688)  0.219
H (0.727, 1.334, 0.711)  0.211
H (-1.823, 1.699, -1.246)  0.192
H (-1.951, 1.421, -3.645)  0.392
H (-0.453, 0.579, -3.653)  0.389
H (1.475, -0.124, -2.208)  0.385
H (0.173, -1.287, -2.069)  0.384
H (1.368, -1.439, 0.036)  0.427
H (2.023, -0.610, 1.332)  0.294
H (1.364, -2.117, 1.587)  0.270

***

The following is a quantum chemistry calculation of C34H32ClN3O7PReS2 as an isolated structure at a distorted geometry, from the OMol25 dataset.

Values from the calculation:
Charge   +1
Multiplicity   2
Lowest unoccupied orbital energy (alpha / beta)   -5.297 / -4.831 eV
HOMO energy (alpha / beta)   -10.87 / -10.90 eV
Expectation value of S²   0.773
Energy relative to the best compared isomer or geometry (same formula, charge and spin)   277.50 kJ/mol

Last column: Löwdin charge in e.
Positions of all 81 atoms, in Å:
Re (-0.668, 2.056, -0.139)  1.268
C (-5.031, -3.007, 0.208)  -0.060
O (-3.926, -3.761, -0.257)  -0.099
C (-2.977, -4.074, 0.694)  -0.225
C (-3.034, -5.247, 1.436)  0.015
C (-2.021, -5.554, 2.330)  -0.059
C (-0.950, -4.690, 2.504)  -0.061
C (-0.875, -3.522, 1.769)  -0.016
C (-1.885, -3.217, 0.862)  -0.165
N (-1.798, -2.078, 0.035)  0.186
C (-1.388, -0.864, 0.445)  -0.322
N (-1.432, -0.644, 1.768)  0.186
C (-1.026, 0.454, 2.507)  -0.151
C (-0.529, 1.625, 1.916)  -0.236
C (-0.099, 2.628, 2.792)  -0.130
C (-0.191, 2.484, 4.164)  -0.059
C (-0.716, 1.327, 4.731)  0.001
C (-1.153, 0.304, 3.909)  -0.208
O (-1.719, -0.864, 4.320)  -0.095
C (-1.967, -1.049, 5.702)  -0.052
N (-0.972, 0.060, -0.422)  -0.039
C (-1.174, -0.252, -1.805)  -0.252
C (-0.130, -0.677, -2.611)  -0.053
C (-0.337, -0.903, -3.960)  -0.064
C (-1.588, -0.679, -4.507)  -0.053
C (-2.656, -0.314, -3.702)  0.003
C (-2.478, -0.135, -2.334)  -0.249
O (-3.448, 0.140, -1.426)  -0.114
C (-4.775, 0.329, -1.876)  -0.057
H (-5.681, -2.882, -0.655)  0.093
H (-4.715, -2.025, 0.580)  0.089
H (-5.573, -3.537, 0.996)  0.097
H (-3.868, -5.915, 1.293)  0.127
H (-2.055, -6.482, 2.883)  0.112
H (-0.159, -4.926, 3.198)  0.111
H (-0.021, -2.864, 1.846)  0.122
H (-2.002, -2.234, -0.944)  0.165
H (-1.776, -1.410, 2.344)  0.141
H (0.310, 3.539, 2.375)  0.085
H (0.138, 3.285, 4.811)  0.114
H (-0.779, 1.240, 5.803)  0.113
H (-2.607, -0.260, 6.102)  0.103
H (-1.028, -1.099, 6.261)  0.103
H (-2.484, -2.003, 5.777)  0.099
H (0.838, -0.838, -2.165)  0.030
H (0.479, -1.243, -4.576)  0.114
H (-1.746, -0.809, -5.567)  0.114
H (-3.626, -0.167, -4.149)  0.113
H (-5.344, 0.615, -0.991)  0.102
H (-5.184, -0.597, -2.297)  0.100
H (-4.845, 1.131, -2.617)  0.103
S (2.252, -0.712, -0.076)  0.279
P (2.972, 1.045, -0.587)  0.234
S (1.606, 2.625, -0.223)  0.426
C (4.501, 1.480, 0.300)  -0.406
C (4.888, 2.804, 0.467)  -0.101
C (6.107, 3.081, 1.058)  -0.065
C (6.935, 2.048, 1.471)  -0.064
C (6.549, 0.728, 1.297)  -0.062
C (5.328, 0.441, 0.713)  -0.102
C (3.379, 1.338, -2.351)  -0.366
C (4.695, 1.488, -2.773)  -0.068
C (4.954, 1.823, -4.092)  -0.062
C (3.910, 1.993, -4.987)  -0.064
C (2.601, 1.825, -4.566)  -0.063
C (2.332, 1.510, -3.248)  -0.122
H (4.244, 3.606, 0.139)  0.086
H (6.421, 4.105, 1.193)  0.110
H (7.886, 2.273, 1.927)  0.110
H (7.205, -0.070, 1.609)  0.111
H (5.005, -0.580, 0.569)  0.077
H (5.512, 1.369, -2.076)  0.107
H (5.974, 1.973, -4.417)  0.111
H (4.119, 2.274, -6.007)  0.110
H (1.787, 1.967, -5.259)  0.110
H (1.309, 1.423, -2.912)  0.064
O (-2.742, 4.541, -1.974)  -0.181
Cl (-1.980, 3.575, -1.331)  0.598
O (-1.211, 2.799, -2.256)  -0.320
O (-1.057, 4.163, -0.390)  -0.376
O (-2.811, 2.672, -0.579)  -0.303

***

The following is a quantum chemistry calculation of an isolated ion of composition C2H3N2S and charge +1 at a distorted geometry, from the OMol25 dataset.

Values from the calculation:
Charge   +1
Multiplicity   1
Lowest unoccupied orbital energy   -6.366 eV
HOMO energy   -15.94 eV
Energy relative to the best compared isomer or geometry (same formula, charge and spin)   165.43 kJ/mol

Last column: natural (NBO) charge in e.
Positions of all 8 atoms, in Å:
C (0.577, -1.089, 0.049)  0.189
C (0.837, 0.184, -0.010)  -0.112
N (-1.677, -1.044, -0.037)  -0.624
N (-0.266, 1.072, 0.088)  -0.764
S (-1.798, 0.410, 0.033)  1.274
H (1.732, 0.569, -0.252)  0.296
H (0.685, -2.119, 0.356)  0.287
H (-0.091, 2.018, -0.225)  0.454

***

no.,E (Ha)
1,-7549.06508
2,-363.03740
3,-3681.45309
4,-585.26640